(1)
Entry from the Open Molecules 2025 dataset: a cluster of 21 separate species, H42O21 in total in a non-equilibrium geometry (wB97M-V/def2-TZVPD).

Last columns: bonded neighbours and bond lengths (Å).
Element x y z (Å)
1 O -1.198 -3.149 -0.319  H2 0.972, H3 0.974
2 H -2.131 -3.199 -0.588  O1 0.972
3 H -1.299 -3.319 0.635  O1 0.974
4 O -2.823 -2.133 -3.872  H5 0.954, H6 0.961
5 H -3.471 -1.499 -3.572  O4 0.954
6 H -2.189 -1.936 -4.566  O4 0.961
7 O -0.155 -2.756 -4.807  H8 0.993, H9 0.980
8 H -0.581 -3.464 -4.256  O7 0.993
9 H 0.228 -2.351 -4.001  O7 0.980
10 O 3.728 -0.114 1.238  H11 0.965, H12 0.969
11 H 3.628 -1.049 1.021  O10 0.965
12 H 4.622 0.005 0.883  O10 0.969
13 O -2.351 3.694 -0.989  H14 0.956, H15 0.955
14 H -2.607 4.307 -0.301  O13 0.956
15 H -2.001 2.850 -0.709  O13 0.955
16 O 2.180 -3.445 1.195  H17 0.971, H18 0.994
17 H 2.057 -3.576 0.241  O16 0.971
18 H 2.187 -2.456 1.093  O16 0.994
19 O -3.888 -0.799 2.515  H20 0.966, H21 0.961
20 H -4.161 -1.652 2.879  O19 0.966
21 H -3.497 -0.272 3.218  O19 0.961
22 O 0.496 1.721 -2.034  H23 0.967, H24 0.967
23 H -0.069 2.289 -2.576  O22 0.967
24 H -0.143 1.373 -1.396  O22 0.967
25 O 0.727 4.113 -0.551  H26 0.962, H27 0.954
26 H -0.185 4.360 -0.729  O25 0.962
27 H 0.865 3.200 -0.312  O25 0.954
28 O 1.134 -3.974 -1.706  H29 0.963, H30 0.974
29 H 0.880 -4.664 -2.328  O28 0.963
30 H 0.397 -3.979 -1.069  O28 0.974
31 O 1.288 -1.144 1.345  H32 0.962, H33 0.971
32 H 0.822 -0.843 2.131  O31 0.962
33 H 0.966 -0.536 0.660  O31 0.971
34 O -0.679 0.442 0.101  H35 0.976, H36 0.973
35 H -0.978 -0.290 0.674  O34 0.976
36 H -0.582 1.211 0.689  O34 0.973
37 O -0.983 3.784 1.250  H38 0.964, H39 0.980
38 H -0.209 4.359 1.260  O37 0.964
39 H -1.026 3.391 2.147  O37 0.980
40 O 0.647 0.460 5.184  H41 0.965, H42 0.965
41 H 0.861 1.391 5.322  O40 0.965
42 H 1.462 0.118 4.796  O40 0.965
43 O 0.013 -3.702 2.677  H44 0.961, H45 0.989
44 H 0.434 -3.999 3.489  O43 0.961
45 H 0.737 -3.695 2.003  O43 0.989
46 O 3.370 2.020 -1.352  H47 0.968, H48 0.976
47 H 3.961 2.298 -2.067  O46 0.968
48 H 2.544 1.827 -1.835  O46 0.976
49 O 0.445 2.286 3.110  H50 0.958, H51 0.957
50 H 0.334 1.342 3.232  O49 0.958
51 H 1.217 2.685 2.708  O49 0.957
52 O 1.163 -1.247 -2.921  H53 0.975, H54 0.966
53 H 1.168 -0.302 -2.681  O52 0.975
54 H 0.675 -1.646 -2.188  O52 0.966
55 O -4.154 1.712 -2.089  H56 0.967, H57 0.977
56 H -3.411 1.230 -1.702  O55 0.967
57 H -4.258 2.392 -1.394  O55 0.977
58 O 4.824 2.853 0.559  H59 0.968, H60 0.956
59 H 3.983 2.419 0.765  O58 0.968
60 H 4.836 2.608 -0.366  O58 0.956
61 O -3.155 -0.316 -0.144  H62 0.955, H63 0.959
62 H -2.739 -1.149 0.067  O61 0.955
63 H -3.954 -0.085 0.332  O61 0.959

## Properties
E	-1605.156771	hartree
HOMO	-10.791	eV
lowest unoccupied orbital energy	-0.0245	hartree
frontier orbital gap	0.372	Eh
M	378.31	g/mol
relative energy (zero: lowest compared OMol25 entry of this formula, charge and spin)	167.8	kcal per mole

=====

(2)
Entry from the Open Molecules 2025 dataset: a cluster of 8 separate species, C39H40N8 in total in a non-equilibrium geometry (wB97M-V/def2-TZVPD).

Last columns: bonded neighbours and bond lengths (Å).
Element x y z (Å)
1 N -2.796 -4.027 -5.185  C2 1.363, C5 1.377, H6 1.005
2 C -1.776 -4.528 -4.432  N1 1.363, C3 1.381, H7 1.079
3 C -1.459 -3.672 -3.396  C2 1.381, C4 1.441, H8 1.078
4 C -2.343 -2.548 -3.576  C3 1.441, C5 1.363, H9 1.079
5 C -3.124 -2.794 -4.665  N1 1.377, C4 1.363, H10 1.079
6 H -3.235 -4.346 -6.031  N1 1.005
7 H -1.378 -5.506 -4.657  C2 1.079
8 H -0.658 -3.789 -2.684  C3 1.078
9 H -2.353 -1.686 -2.927  C4 1.079
10 H -3.908 -2.180 -5.079  C5 1.079
11 N -0.148 -5.532 0.301  C12 1.350, C16 1.342
12 C -1.128 -4.607 0.220  N11 1.350, C13 1.403, H17 1.082
13 C -0.922 -3.233 0.417  C12 1.403, C14 1.389, H18 1.080
14 C 0.365 -2.813 0.730  C13 1.389, C15 1.387, H19 1.084
15 C 1.396 -3.725 0.904  C14 1.387, C16 1.405, H20 1.079
16 C 1.057 -5.067 0.665  N11 1.342, C15 1.405, H21 1.083
17 H -2.122 -5.029 0.158  C12 1.082
18 H -1.754 -2.546 0.444  C13 1.080
19 H 0.705 -1.809 0.954  C14 1.084
20 H 2.400 -3.450 1.190  C15 1.079
21 H 1.720 -5.908 0.829  C16 1.083
22 N 0.550 3.036 5.245  C23 1.342, C27 1.354
23 C 1.789 3.279 5.700  N22 1.342, C24 1.403, H28 1.081
24 C 2.816 3.731 4.858  C23 1.403, C25 1.355, H29 1.081
25 C 2.526 4.036 3.570  C24 1.355, C26 1.407, H30 1.082
26 C 1.232 3.822 3.061  C25 1.407, C27 1.382, H31 1.080
27 C 0.286 3.366 3.958  N22 1.354, C26 1.382, H32 1.082
28 H 1.971 2.993 6.727  C23 1.081
29 H 3.834 3.778 5.219  C24 1.081
30 H 3.371 4.296 2.944  C25 1.082
31 H 1.012 4.082 2.036  C26 1.080
32 H -0.726 3.226 3.602  C27 1.082
33 N 2.287 -0.690 -1.911  C34 1.333, C38 1.342
34 C 2.970 0.288 -2.507  N33 1.333, C35 1.378, H39 1.082
35 C 2.646 0.705 -3.779  C34 1.378, C36 1.357, H40 1.081
36 C 1.606 0.132 -4.436  C35 1.357, C37 1.414, H41 1.081
37 C 0.846 -0.878 -3.803  C36 1.414, C38 1.390, H42 1.081
38 C 1.226 -1.245 -2.517  N33 1.342, C37 1.390, H43 1.082
39 H 3.788 0.710 -1.938  C34 1.082
40 H 3.263 1.457 -4.252  C35 1.081
41 H 1.418 0.341 -5.480  C36 1.081
42 H -0.013 -1.260 -4.336  C37 1.081
43 H 0.685 -1.941 -1.889  C38 1.082
44 N -0.037 0.925 1.748  C45 1.346, C49 1.365
45 C 0.110 0.963 0.411  N44 1.346, C46 1.400, H50 1.082
46 C -0.932 0.710 -0.488  C45 1.400, C47 1.409, H51 1.081
47 C -2.163 0.229 0.000  C46 1.409, C48 1.400, H52 1.081
48 C -2.325 0.139 1.388  C47 1.400, C49 1.400, H53 1.081
49 C -1.259 0.527 2.209  N44 1.365, C48 1.400, H54 1.081
50 H 1.092 1.229 0.042  C45 1.082
51 H -0.753 0.880 -1.540  C46 1.081
52 H -2.890 -0.147 -0.707  C47 1.081
53 H -3.160 -0.312 1.904  C48 1.081
54 H -1.358 0.544 3.286  C49 1.081
55 N -7.229 -1.820 1.417  C56 1.332, C60 1.372
56 C -6.686 -0.701 1.893  N55 1.332, C57 1.421, H61 1.082
57 C -7.430 0.383 2.432  C56 1.421, C58 1.381, H62 1.081
58 C -8.798 0.234 2.550  C57 1.381, C59 1.416, H63 1.081
59 C -9.403 -0.944 2.051  C58 1.416, C60 1.390, H64 1.081
60 C -8.597 -1.913 1.465  N55 1.372, C59 1.390, H65 1.081
61 H -5.607 -0.681 1.973  C56 1.082
62 H -6.930 1.191 2.947  C57 1.081
63 H -9.393 1.011 3.010  C58 1.081
64 H -10.470 -1.113 2.081  C59 1.081
65 H -8.964 -2.844 1.058  C60 1.081
66 N 3.292 -0.801 1.308  C67 1.358, C71 1.346
67 C 4.423 -0.953 0.572  N66 1.358, C68 1.424, H72 1.081
68 C 5.566 -0.108 0.653  C67 1.424, C69 1.375, H73 1.080
69 C 5.539 0.927 1.558  C68 1.375, C70 1.403, H74 1.081
70 C 4.378 1.126 2.320  C69 1.403, C71 1.395, H75 1.080
71 C 3.295 0.267 2.127  N66 1.346, C70 1.395, H76 1.083
72 H 4.373 -1.773 -0.131  C67 1.081
73 H 6.429 -0.306 0.034  C68 1.080
74 H 6.309 1.683 1.627  C69 1.081
75 H 4.381 1.939 3.031  C70 1.080
76 H 2.371 0.347 2.686  C71 1.083
77 N 4.601 3.247 -1.344  C78 1.360, C82 1.344
78 C 3.494 3.270 -0.555  N77 1.360, C79 1.399, H83 1.081
79 C 2.249 3.699 -1.026  C78 1.399, C80 1.388, H84 1.081
80 C 2.168 4.144 -2.338  C79 1.388, C81 1.394, H85 1.082
81 C 3.273 4.081 -3.185  C80 1.394, C82 1.411, H86 1.080
82 C 4.447 3.507 -2.653  N77 1.344, C81 1.411, H87 1.082
83 H 3.597 2.906 0.458  C78 1.081
84 H 1.412 3.679 -0.343  C79 1.081
85 H 1.174 4.435 -2.654  C80 1.082
86 H 3.170 4.286 -4.240  C81 1.080
87 H 5.321 3.439 -3.287  C82 1.082

## Properties
E	-1948.087109	hartree
HOMO	-8.353	eV
lowest unoccupied orbital energy	0.0219	hartree
SMILES string	c1cc[nH]c1.c1ccncc1.c1ccncc1.c1ccncc1.c1ccncc1.c1ccncc1.c1ccncc1.c1ccncc1
frontier orbital gap	0.329	Eh
M	620.81	g/mol
relative energy (zero: lowest compared OMol25 entry of this formula, charge and spin)	0.0	kcal per mole

=====

(3)
Entry from the Open Molecules 2025 dataset: the molecule C4H5ClOS in a non-equilibrium geometry (wB97M-V/def2-TZVPD).

Last columns: bonded neighbours and bond lengths (Å).
Element x y z (Å)
1 C 0.546 0.592 -0.736  C2 1.525, C4 1.568, H5 1.093, Cl12 1.771
2 C 0.739 -0.707 0.041  C1 1.525, C3 1.527, H6 1.043, H7 1.088
3 C -0.591 -0.870 0.773  C2 1.527, H8 1.104, H9 1.130, O10 1.373
4 C -0.585 1.313 0.075  C1 1.568, O10 1.342, S11 1.631
5 H 1.492 1.129 -0.835  C1 1.093
6 H 0.981 -1.453 -0.647  C2 1.043
7 H 1.486 -0.638 0.829  C2 1.088
8 H -1.283 -1.430 0.119  C3 1.104
9 H -0.593 -1.426 1.757  C3 1.130
10 O -1.037 0.414 0.964  C3 1.373, C4 1.342
11 S -1.096 2.861 0.016  C4 1.631
12 Cl -0.058 0.215 -2.357  C1 1.771

## Properties
E	-1089.013437	hartree
HOMO	-8.977	eV
lowest unoccupied orbital energy	0.0015	hartree
SMILES string	S=C1OCC[C@H]1Cl
frontier orbital gap	0.331	Eh
M	136.60	g/mol
relative energy (zero: lowest compared OMol25 entry of this formula, charge and spin)	3.3	kcal per mole

=====

(4)
Entry from the Open Molecules 2025 dataset: a cluster of 3 separate species, C11H12BF8NO11 in total in a non-equilibrium geometry (wB97M-V/def2-TZVPD).

Last columns: bonded neighbours and bond lengths (Å).
Element x y z (Å)
1 O 2.261 0.850 2.194  C2 1.265
2 C 2.338 2.085 1.930  O1 1.265, O3 1.415, O7 1.437
3 O 3.604 2.694 2.097  C2 1.415, B4 1.455
4 B 4.186 3.120 0.832  O3 1.455, O5 1.462, O6 1.458
5 O 3.722 4.386 0.268  B4 1.462, H15 0.986
6 O 5.234 2.370 0.151  B4 1.458, H16 0.988
7 O 1.127 2.755 1.540  C2 1.437, N8 1.370
8 N 0.911 2.672 0.189  O7 1.370, C9 1.490, C12 1.512
9 C -0.003 1.553 -0.177  N8 1.490, O10 1.262, F11 1.411
10 O -0.758 1.756 -1.167  C9 1.262
11 F -0.114 0.330 0.518  C9 1.411
12 C 0.102 3.908 -0.133  N8 1.512, O13 1.235, F14 1.440
13 O 0.308 4.572 -1.154  C12 1.235
14 F -0.941 4.204 0.815  C12 1.440
15 H 2.987 4.182 -0.356  O5 0.986
16 H 4.884 1.962 -0.679  O6 0.988
17 C 1.480 -3.513 -3.658  C18 1.517, H26 1.093, H27 1.092, H28 1.093
18 C 1.032 -2.122 -3.252  C17 1.517, O19 1.436, H29 1.092, H30 1.094
19 O 1.843 -1.620 -2.178  C18 1.436, C20 1.350
20 C 3.037 -1.097 -2.530  O19 1.350, O21 1.205, C22 1.525
21 O 3.441 -1.033 -3.663  C20 1.205
22 C 3.766 -0.560 -1.303  C20 1.525, F23 1.347, F24 1.356, F25 1.348
23 F 3.732 -1.415 -0.262  C22 1.347
24 F 3.225 0.602 -0.860  C22 1.356
25 F 5.069 -0.305 -1.537  C22 1.348
26 H 1.488 -4.181 -2.792  C17 1.093
27 H 0.815 -3.927 -4.418  C17 1.092
28 H 2.497 -3.500 -4.058  C17 1.093
29 H 0.006 -2.163 -2.880  C18 1.092
30 H 1.040 -1.433 -4.101  C18 1.094
31 C -2.691 -0.523 3.050  C32 1.517, H40 1.093, H41 1.092, H42 1.093
32 C -3.418 -0.346 1.731  C31 1.517, O33 1.435, H43 1.092, H44 1.094
33 O -4.314 -1.442 1.496  C32 1.435, C34 1.351
34 C -5.508 -1.378 2.125  O33 1.351, O35 1.205, C36 1.525
35 O -5.843 -0.475 2.850  C34 1.205
36 C -6.376 -2.575 1.749  C34 1.525, F37 1.351, F38 1.351, F39 1.348
37 F -5.696 -3.741 1.792  C36 1.351
38 F -6.869 -2.465 0.496  C36 1.351
39 F -7.438 -2.724 2.565  C36 1.348
40 H -2.184 -1.491 3.083  C31 1.093
41 H -1.950 0.268 3.192  C31 1.092
42 H -3.387 -0.499 3.892  C31 1.093
43 H -2.695 -0.348 0.913  C32 1.092
44 H -3.950 0.609 1.689  C32 1.094

## Properties
E	-2132.553720	hartree
HOMO	-11.588	eV
lowest unoccupied orbital energy	-0.0306	hartree
SMILES string	O=C(OB(O)O)ON(C(=O)F)C(=O)F.CCOC(=O)C(F)(F)F.CCOC(=O)C(F)(F)F
frontier orbital gap	0.395	Eh
M	497.01	g/mol